{
  "formula": "CHBrClO3S",
  "method": "wB97M-V/def2-TZVPD",
  "elements": ["C", "H", "O", "Cl", "O", "Br", "S", "O"],
  "positions_angstrom": [[0.42, 0.41, 0.43], [-0.51, 0.14, -0.07], [2.41, -0.84, -1.46], [0.22, 0.39, 2.17], [2.16, -2.06, 0.66], [0.99, 2.12, -0.22], [2.45, -0.80, -0.02], [3.44, 0.05, 0.59]],
  "max_force_ha_per_bohr": 0.0584,
  "charge": -1,
  "de_lowest_kcal_mol": 0.00,
  "e_homo_ha": -0.1678,
  "gap_ev": 7.93
}